The following is a quantum chemistry calculation of C36H50BrCdN3OP2 as an isolated structure at a distorted geometry, from the OMol25 dataset.

```
94
C36H50BrCdN3OP2 the ωB97M-V functional and the def2-TZVPD basis
Cd -1.04664 -1.12406 0.48362
Br -6.26527 1.33758 1.73873
P -1.90282 -1.71083 -2.05014
P 1.56594 -0.44781 -0.92082
O 0.14871 0.04572 2.02772
N 3.47120 4.33536 -3.48110
N 0.27028 -0.09917 4.35346
N -0.58885 -0.01885 5.38386
C -2.93256 -0.54768 -3.05254
C -1.38833 -3.85810 -3.90516
C 3.94296 -0.20515 3.84057
C 3.50275 -2.60058 -1.48639
C 2.30944 -2.14302 -0.64306
C 4.29310 -1.34722 4.56245
C -3.35179 -0.97990 -4.46182
C -4.79057 2.06253 0.72390
C 3.24961 4.59668 -2.19188
C -0.82818 -2.57193 -3.27058
C -2.61033 2.93082 -0.74679
C 2.78272 0.70794 -0.10085
C 1.19213 3.64229 -3.73190
C 1.92742 -0.06103 -2.73054
C -3.84727 1.10765 0.38139
C 1.64024 -0.51976 4.44983
C 0.99601 3.74752 -2.33842
C 2.47139 3.88963 -4.24119
C -1.78745 0.39867 4.96280
C 3.33759 0.33612 -3.19594
C 2.62200 0.22415 3.78998
C -3.62168 3.83300 -0.36116
C -3.05445 -2.95612 -1.32142
C 3.29571 -2.10327 5.18407
C -1.43046 3.45992 -1.39438
C -0.25469 3.28643 -1.75922
C -0.14180 -0.15614 6.75475
C 2.01101 4.37606 -1.57586
C -0.39398 0.20679 3.18863
C -2.94072 0.61233 5.84779
C 1.94875 -1.72336 5.09760
C -4.39404 -3.23348 -2.01205
C -4.74994 3.39181 0.32679
C 4.25727 0.30092 0.00274
C -2.78174 1.53802 -0.39494
C -1.70912 0.55587 3.59672
H -2.50158 -3.90214 -1.20339
H -3.82669 -0.29948 -2.45935
H 4.68517 0.38870 3.32647
H 3.32938 0.46274 -4.29240
H 0.20520 -1.16357 6.96598
H 0.11393 -2.81046 -2.73907
H -2.25079 -3.65018 -4.56436
H 4.39844 -0.61996 0.59017
H 2.71587 1.67939 -0.61893
H 3.71690 -3.65084 -1.23659
H -2.02108 0.79815 -0.70646
H -3.92345 -0.16379 -4.92974
H 0.41390 3.29203 -4.40829
H 2.57892 -2.20398 0.42570
H 5.33777 -1.65026 4.61275
H 4.81431 1.09389 0.53149
H -2.79791 1.43692 6.54557
H -3.81384 0.85290 5.24256
H -2.49481 -1.19168 -5.11622
H 3.55525 -2.99786 5.74690
H 2.39070 0.86391 0.91878
H 2.70288 3.69571 -5.29355
H 4.75529 0.18510 -0.97394
H 1.48505 -2.86321 -0.79612
H 4.10802 4.97335 -1.62471
H -1.70384 -4.59578 -3.14720
H 1.15244 -2.33033 5.54761
H 1.57829 -0.91931 -3.32958
H 0.67241 0.52749 6.99455
H -3.96332 0.07151 0.73757
H -4.26376 -3.72594 -2.98562
H 2.32844 1.15808 3.30110
H -5.62414 3.99177 0.55206
H 4.10900 -0.42109 -2.98003
H 4.42356 -2.03834 -1.27145
H -0.57369 -1.84600 -4.06648
H -3.99721 -1.86943 -4.45186
H -0.59902 -4.32646 -4.52120
H -4.99188 -3.90307 -1.37630
H 3.65828 1.30964 -2.78944
H 1.24906 0.78339 -2.95328
H -3.49269 4.87709 -0.58464
H 3.29637 -2.56853 -2.56589
H -3.27722 -2.59515 -0.30281
H -0.98810 0.06150 7.39938
H -2.47936 0.87446 2.90649
H -4.98698 -2.32139 -2.17014
H 1.89665 4.62876 -0.52182
H -3.18884 -0.27294 6.43023
H -2.33478 0.37834 -3.12372
```

## Properties
E_LUMO = -0.27668 Eh
Total charge = +2
DFT total energy = -5065.1230 Ha
HOMO energy = -13.2354 eV
Energy relative to the best compared isomer or geometry (same formula, charge and spin) = 1.413 eV
Gap between HOMO and LUMO = 5.71 eV

The following is a quantum chemistry calculation of C20H19AuN6OPSbSe4 as an isolated structure at a distorted geometry, from the OMol25 dataset.

```
53
C20H19AuN6OPSbSe4 the ωB97M-V functional and the def2-TZVPD basis
Au -0.90518 -1.47868 -0.17308
Sb -2.20083 1.40330 2.09694
Se -4.13779 0.37147 1.02136
Se -2.93512 -0.70631 3.01617
Se -1.88042 3.48502 3.09250
Se -0.02802 0.58781 0.74351
P 0.06888 1.85752 -1.14252
O 3.28467 -0.05393 0.32632
N -2.20994 -5.27493 -0.75121
N -1.50814 -3.33866 -0.84769
N 2.69805 1.06045 -0.19730
N -1.84296 -5.16332 -2.00854
N -2.03334 -4.23023 -0.01608
N -2.63919 -6.46827 -0.23081
C -4.24604 3.34911 -1.38161
C -3.32729 3.98943 -0.55872
C 1.47214 5.55996 -1.83566
C 0.73422 4.38723 -1.81043
C 0.41425 0.61886 -4.95872
C 0.07122 1.31361 -3.80980
C 3.02252 2.20040 0.24912
C 1.21448 -0.34585 -2.47024
C -2.01083 3.56017 -0.52486
C 3.08171 4.56906 -0.35939
C 0.46051 0.82429 -2.56020
C 1.14489 -0.55701 -4.86600
C 2.63246 5.66050 -1.08567
C -1.39865 -3.92071 -2.04809
C 2.38192 3.36827 -0.36242
C -1.61450 2.46763 -1.30206
C -3.85547 2.25847 -2.15074
C 1.16459 3.28834 -1.06140
C -2.54618 1.80474 -2.10303
C 1.54514 -1.03602 -3.62493
H -2.25816 0.93938 -2.68462
H 3.78375 2.34534 1.01722
H -0.19286 4.34601 -2.36610
H 3.96710 0.19919 0.97246
H -1.29978 4.07520 0.10803
H 1.12567 6.39664 -2.42623
H -4.57346 1.75778 -2.78636
H 1.57446 -0.70466 -1.51633
H -3.63168 4.83126 0.04842
H 4.01013 4.63468 0.19358
H 3.19914 6.58149 -1.07958
H -0.49209 2.23421 -3.89741
H -3.06211 -7.01031 -0.97600
H -1.00281 -3.44570 -2.92854
H -3.27648 -6.29218 0.53720
H 0.11425 1.00102 -5.92474
H -5.26710 3.70382 -1.42754
H 1.41617 -1.09414 -5.76504
H 2.14114 -1.93634 -3.55562
```

## Properties
E_LUMO = -0.26197 Eh
Total charge = +2
DFT total energy = -11499.7333 Ha
HOMO energy = -13.9783 eV
Energy relative to the best compared isomer or geometry (same formula, charge and spin) = 0.000 eV
Gap between HOMO and LUMO = 6.85 eV

The following is a quantum chemistry calculation of C43H38N10O3PPdS as an isolated structure at a distorted geometry, from the OMol25 dataset.

```
97
C43H38N10O3PPdS the ωB97M-V functional and the def2-TZVPD basis
Pd 7.08274 -20.34298 3.12489
S 5.50953 -22.88697 1.80176
P 6.90596 -18.59077 4.32760
O 10.65791 -18.48829 -3.79990
O 5.64028 -24.18002 1.22371
O 4.91847 -21.81984 1.05478
N 8.54579 -17.06557 -0.50187
N 12.59219 -18.81412 -4.81579
N 8.03672 -22.84023 -1.82046
N 9.49800 -21.66934 1.83059
N 7.44274 -16.70289 -1.23386
N 8.11318 -23.60270 -2.93232
N 7.48172 -18.91534 -1.17415
N 6.92890 -22.32694 2.30363
N 5.97784 -23.05552 -2.49098
N 12.06927 -17.51612 -5.14949
C 12.68749 -22.59809 -2.53701
C 7.35329 -15.37189 -1.79007
C 11.57971 -22.65558 3.27937
C 8.49106 -14.67260 3.98191
C 9.47476 -13.83143 -4.57569
C 10.93706 -17.37605 -4.57231
C 8.35567 -16.02751 4.38509
C 6.84534 -23.71446 -3.26360
C 6.75614 -22.55868 -1.57708
C 4.39168 -23.07208 3.21744
C 7.76898 -24.22498 3.79908
C 4.12442 -24.32063 3.72476
C 3.26535 -24.44094 4.80904
C 10.39357 -22.10251 -1.95030
C 11.81799 -21.72748 2.33964
C 12.74842 -21.44546 -3.29207
C 3.86248 -21.92782 3.81845
C 7.04968 -15.13337 2.06195
C 5.18606 -17.94622 4.44627
C 10.74962 -21.22715 1.66611
C 7.38802 -18.44645 6.13113
C 9.30885 -22.69345 2.67881
C 11.52090 -22.90823 -1.86724
C 8.51932 -18.37382 -0.51418
C 9.09843 -16.31120 -3.38308
C 10.06618 -24.28353 4.38380
C 3.07786 -22.04745 4.96019
C 10.43381 -20.95795 -2.72775
C 11.68549 -19.31313 -4.07805
C 10.33205 -23.25784 3.42671
C 7.91262 -23.14797 2.91579
C 10.24169 -14.90151 -4.95486
C 8.37114 -15.21427 -2.91210
C 7.50260 -16.91343 3.71941
C 2.76035 -23.27250 5.44990
C 11.62081 -20.62484 -3.36950
C 6.94995 -16.43914 2.48329
C 10.04404 -16.20477 -4.38443
C 8.84483 -24.81860 4.50514
C 7.78287 -14.23177 2.86258
C 6.82826 -17.87086 -1.55800
C 8.56152 -13.98385 -3.54714
C 9.21819 -22.45143 -1.07483
H 8.69082 -25.62664 5.23886
H 8.00881 -13.11424 -3.18314
H 9.43372 -23.21307 -0.34944
H 7.18319 -17.47822 6.56216
H 8.94847 -21.54317 -0.52460
H 8.49852 -18.58355 6.22523
H 4.57114 -18.69005 4.94921
H 6.64927 -14.82893 1.09946
H 9.08910 -13.97913 4.50909
H 9.65688 -20.17076 -2.80149
H 10.88235 -24.50898 5.06139
H 7.95939 -13.21609 2.57077
H 5.84046 -17.93998 -2.02968
H 9.73559 -12.87825 -4.96769
H 6.44782 -24.21967 -4.11738
H 6.48576 -17.18765 1.85792
H 8.91311 -16.40508 5.24696
H 6.35306 -15.27593 -2.13165
H 8.99551 -17.32645 -2.97156
H 4.09726 -20.91672 3.44139
H 10.98383 -14.80013 -5.75095
H 6.79175 -24.67694 3.96189
H 4.51105 -25.18900 3.18068
H 9.18020 -18.99749 0.03728
H 4.81522 -17.75055 3.42780
H 13.65134 -21.27261 -3.85544
H 2.02438 -23.50991 6.20386
H 11.47738 -23.81962 -1.34039
H 12.44656 -23.09167 3.82377
H 12.80781 -21.30640 2.15194
H 6.90626 -19.16655 6.72844
H 13.50807 -23.26353 -2.37143
H 5.13956 -16.96746 5.07085
H 2.65053 -21.14398 5.35536
H 7.64153 -14.66558 -1.02416
H 10.84577 -20.46124 0.88553
H 6.41665 -21.87934 -0.84235
H 3.07972 -25.42260 5.26268
```

## Properties
E_LUMO = 0.06648 Eh
Total charge = -1
DFT total energy = -3302.1251 Ha
HOMO energy = -4.0513 eV
Energy relative to the best compared isomer or geometry (same formula, charge and spin) = 0.798 eV
Gap between HOMO and LUMO = 5.86 eV